Entry from OMol25: one molecule with the formula C4H10N4O (ωB97M-V/def2-TZVPD).

XYZ file:
```
19
C4H10N4O ωB97M-V/def2-TZVPD
C 0.85870 -1.31810 -0.11864
C 2.18673 -0.49282 0.14007
C 1.83093 0.93667 -0.23236
C 0.35983 1.00831 0.06753
N -0.07315 -0.34223 -0.11070
N -1.98911 -0.21851 -1.24608
N -2.05866 -0.17230 1.22623
N -1.44984 -0.55862 -0.04876
O 0.72566 -2.50254 -0.14990
H 2.39381 -0.79786 1.23859
H 3.07549 -1.01583 -0.47613
H 2.49424 1.49149 0.40252
H 2.18290 1.29072 -1.25257
H 0.03211 1.33937 1.01245
H -0.29148 1.68641 -0.52445
H -2.74889 -0.72171 -1.64260
H -2.35199 0.79862 -1.22089
H -2.77118 0.49594 1.12601
H -2.40610 -0.90702 1.80970
```

- gap between HOMO and LUMO (eV) = 9.6
- maximum force (eV Å⁻¹) = 4.463
- energy above the lowest of the compared OMol25 structures with the same formula, charge and spin (eV) = 3.932
- E_tot (Ha) = -452.55331
- highest occupied orbital energy (eV) = -8.8
- LUMO level (eV) = 0.81